{"formula": "C22H37Cl16NO2", "method": "the ωB97M-V functional and the def2-TZVPD basis", "e_tot_ha": -8428.7372, "total_charge": 0, "de_lowest_kcal_mol": 0.0, "smiles": "O=[N+]([O-])c1ccccc1.ClCCCl.ClCCCl.ClCCCl.ClCCCl.ClCCCl.ClCCCl.ClCCCl.ClCCCl", "orbital_gap_ha": 0.34443, "species": ["O", "N", "O", "C", "C", "C", "C", "C", "C", "H", "H", "H", "H", "H", "Cl", "C", "C", "Cl", "H", "H", "H", "H", "Cl", "C", "C", "Cl", "H", "H", "H", "H", "Cl", "C", "C", "Cl", "H", "H", "H", "H", "Cl", "C", "C", "Cl", "H", "H", "H", "H", "Cl", "C", "C", "Cl", "H", "H", "H", "H", "Cl", "C", "C", "Cl", "H", "H", "H", "H", "Cl", "C", "C", "Cl", "H", "H", "H", "H", "Cl", "C", "C", "Cl", "H", "H", "H", "H"], "positions_angstrom": [[-0.640, 1.757, 2.053], [-0.435, 1.508, 0.877], [-0.159, 2.358, 0.050], [-0.527, 0.108, 0.457], [-0.258, -0.882, 1.383], [-0.165, -2.180, 0.912], [-0.300, -2.458, -0.443], [-0.752, -1.471, -1.309], [-0.801, -0.162, -0.861], [-0.060, -0.605, 2.408], [0.201, -2.945, 1.583], [-0.263, -3.486, -0.780], [-0.957, -1.706, -2.344], [-1.040, 0.667, -1.512], [2.510, 1.756, -2.041], [1.100, 1.808, -3.115], [1.345, 2.660, -4.328], [1.371, 4.389, -3.915], [0.268, 2.206, -2.537], [0.862, 0.790, -3.413], [0.567, 2.469, -5.064], [2.314, 2.424, -4.764], [-1.751, 2.870, 6.823], [-1.772, 2.519, 5.082], [-2.263, 1.119, 4.795], [-3.956, 0.884, 5.276], [-0.778, 2.657, 4.661], [-2.421, 3.263, 4.622], [-1.608, 0.398, 5.282], [-2.228, 0.921, 3.726], [-4.231, -2.172, -7.111], [-2.931, -1.867, -5.904], [-2.643, -0.394, -5.842], [-1.804, 0.005, -4.309], [-2.084, -2.465, -6.222], [-3.305, -2.217, -4.947], [-3.548, 0.210, -5.861], [-2.058, 0.009, -6.667], [-2.167, -8.173, -2.649], [-2.981, -6.884, -1.759], [-2.059, -5.731, -1.485], [-1.531, -4.914, -2.986], [-3.290, -7.289, -0.796], [-3.846, -6.540, -2.319], [-1.152, -6.076, -0.988], [-2.503, -4.978, -0.837], [3.113, -0.997, 2.167], [3.715, 0.478, 2.969], [2.587, 1.475, 3.107], [2.989, 2.669, 4.357], [4.570, 0.874, 2.428], [4.046, 0.183, 3.962], [1.695, 0.938, 3.427], [2.344, 1.960, 2.165], [-2.478, 6.384, -1.078], [-1.656, 4.769, -0.959], [-2.658, 3.655, -1.061], [-2.814, 3.035, -2.734], [-1.170, 4.751, 0.009], [-0.972, 4.768, -1.799], [-3.654, 3.939, -0.742], [-2.324, 2.821, -0.446], [1.855, -4.948, 2.017], [3.354, -5.110, 2.970], [3.335, -6.376, 3.789], [2.197, -6.252, 5.144], [3.429, -4.223, 3.592], [4.169, -5.127, 2.251], [4.314, -6.561, 4.222], [3.025, -7.200, 3.152], [4.461, 3.755, 0.907], [2.851, 4.272, 0.322], [2.585, 5.691, 0.746], [1.079, 6.272, -0.040], [2.101, 3.628, 0.774], [2.835, 4.162, -0.757], [3.370, 6.376, 0.437], [2.441, 5.779, 1.819]], "forces_ev_per_a": [[0.108, 0.002, 0.041], [-0.160, 0.168, 0.238], [0.063, -0.309, -0.007], [0.178, 0.003, 0.167], [-0.012, 0.221, -0.140], [0.916, -0.036, 0.146], [-1.311, -0.174, 0.330], [0.613, 0.055, -0.048], [-0.144, 0.241, -0.502], [-0.017, -0.177, 0.042], [-0.293, -0.051, 0.055], [0.337, 0.048, -0.094], [-0.065, 0.010, 0.006], [-0.084, -0.075, -0.136], [0.198, -0.149, 0.138], [-0.380, 0.060, 0.065], [0.295, -0.219, -0.111], [-0.080, 0.101, -0.011], [-0.015, -0.006, 0.033], [0.119, -0.066, -0.022], [-0.093, 0.200, 0.026], [-0.045, 0.017, -0.062], [0.181, 0.003, 0.099], [-0.322, 0.123, -0.415], [0.354, 0.084, -0.236], [-0.013, -0.121, 0.161], [0.104, -0.087, 0.204], [-0.060, -0.057, 0.015], [-0.306, -0.113, 0.217], [0.074, 0.156, -0.043], [0.158, 0.066, 0.065], [-0.367, -0.225, -0.235], [-0.205, 0.861, -0.197], [0.121, -0.034, -0.188], [0.132, 0.063, 0.133], [0.031, -0.057, 0.000], [-0.167, -0.280, 0.284], [0.294, -0.410, 0.042], [0.033, -0.210, -0.162], [-0.159, 0.395, 0.330], [0.680, 0.117, 0.188], [-0.075, 0.090, -0.001], [-0.137, -0.073, -0.071], [-0.058, -0.196, -0.058], [-0.007, -0.061, -0.094], [-0.288, -0.027, -0.138], [0.092, -0.024, -0.206], [0.181, 0.104, 0.449], [-0.363, -0.537, -0.113], [-0.029, 0.198, -0.128], [-0.095, -0.030, -0.182], [0.012, -0.071, -0.023], [0.005, 0.146, 0.154], [0.206, 0.199, 0.039], [0.126, -0.224, 0.023], [-0.688, 0.751, -0.126], [-0.163, -0.434, 0.081], [0.022, -0.020, 0.002], [0.171, -0.005, -0.148], [0.362, -0.216, 0.235], [0.006, 0.149, 0.040], [-0.099, 0.012, -0.168], [-0.116, -0.013, -0.094], [0.066, 0.129, 0.032], [0.011, 0.134, -0.202], [-0.176, -0.048, 0.130], [0.058, 0.005, 0.002], [0.053, -0.035, 0.039], [0.066, -0.044, -0.084], [0.080, -0.160, 0.163], [-0.039, -0.046, 0.019], [-0.184, 0.087, 0.133], [0.020, 0.456, -0.028], [0.146, -0.008, 0.106], [0.035, -0.158, -0.164], [0.013, -0.010, -0.016], [0.076, -0.095, -0.032], [0.020, -0.062, 0.013]], "lowdin_charge": [0.062, -0.311, 0.041, -0.146, -0.023, -0.077, -0.055, -0.063, -0.016, 0.106, 0.044, 0.077, 0.057, 0.076, 0.609, -0.691, -0.651, 0.566, 0.025, 0.044, 0.070, 0.067, 0.545, -0.678, -0.685, 0.547, 0.059, 0.069, 0.074, 0.041, 0.544, -0.649, -0.636, 0.600, 0.071, 0.057, 0.066, 0.077, 0.562, -0.679, -0.667, 0.543, 0.076, 0.072, 0.067, 0.074, 0.587, -0.647, -0.698, 0.578, 0.063, 0.061, 0.045, 0.037, 0.523, -0.682, -0.640, 0.548, 0.021, 0.022, 0.062, 0.040, 0.567, -0.652, -0.672, 0.550, 0.059, 0.075, 0.073, 0.065, 0.569, -0.682, -0.627, 0.604, 0.037, 0.018, 0.067, 0.072]}